No. 1
C4H9NO in the gas phase in a non-equilibrium geometry, computed with ωB97M-V/def2-TZVPD.

```
15
Properties=species:S:1:pos:R:3:forces:R:3:nbo_charge:R:1
H -1.4112 1.8418 0.6107 1.6 -0.7 1.5 0.089
H 0.1974 -0.5861 -2.7829 -0.5 0.8 1.0 0.194
C 0.0024 0.1394 0.5513 1.2 -2.2 -1.2 -0.185
H -1.0501 -1.0311 -1.6182 0.3 1.2 -0.3 0.195
N 0.3439 0.3003 -0.8345 2.6 4.1 -0.6 -0.648
O -0.8175 1.1989 2.5442 0.5 0.4 -0.3 -0.511
H 0.9936 1.1778 -0.9410 -1.8 -2.4 -0.4 0.368
H 2.0368 -0.5421 1.0099 0.2 0.3 0.4 0.206
C 1.0070 -0.8443 1.1679 0.6 2.8 1.0 -0.588
H 0.9417 -1.7911 0.7830 -0.5 -2.2 -1.6 0.207
H 0.7491 -0.9729 2.1818 0.2 0.1 1.6 0.214
C -0.6854 1.1983 1.3531 -2.1 0.5 -1.5 0.451
H -0.7501 -0.5707 0.4062 -2.4 -0.9 0.4 0.231
H -1.1043 0.6115 -2.4694 0.1 -0.2 0.5 0.181
C -0.4534 -0.1298 -1.9622 0.1 -1.5 -0.6 -0.403
```
Forces are in eV/Å.

## Properties
Energy above the lowest of the compared OMol25 structures with the same formula, charge and spin in kcal per mole: 67.37
HOMO level in eV: -8.7019
SMILES string: CN[C@@H](C)C=O

=====

No. 2
2 unconnected molecules or ions with the total composition C4H11NO2 in a non-equilibrium geometry, computed with ωB97M-V/def2-TZVPD.

```
18
Properties=species:S:1:pos:R:3:forces:R:3:nbo_charge:R:1
H 1.3861 -1.1134 -1.4266 0.6 -0.3 -0.1 0.111
H 2.5074 -1.5136 1.3650 -0.1 0.1 0.1 0.467
H -1.5746 -0.3640 -2.1253 0.8 -1.1 0.2 0.228
C -0.2811 1.7319 1.4662 -0.9 1.0 1.6 -0.413
C 0.4546 -1.3033 -1.9666 -3.3 0.9 -0.2 0.450
H 0.5272 0.9806 -0.7576 0.2 -0.2 0.8 0.188
H -0.3919 2.8115 1.1545 0.1 -0.7 0.3 0.162
H -0.9643 1.5646 -1.2921 0.0 -0.5 -0.3 0.174
O 0.2690 -1.9361 -2.9681 1.4 -0.4 -0.1 -0.503
C -0.8115 -0.6274 -1.3498 0.2 1.0 -0.8 -0.529
O 2.2362 -2.3731 1.6956 0.0 -0.2 0.0 -0.940
H -2.0750 0.9767 0.7394 -0.2 0.3 -0.3 0.372
C -0.5343 0.7328 -0.6986 -1.3 0.5 -0.1 -0.225
N -1.0889 0.8334 0.6496 2.6 -0.4 0.5 -0.652
H 1.4357 -2.2368 2.2153 0.1 0.2 -0.1 0.473
H -1.2492 -1.3523 -0.6590 0.0 0.2 0.2 0.242
H 0.8228 1.5252 1.3917 -1.2 -0.2 0.2 0.191
H -0.6682 1.6631 2.5664 1.0 0.2 -1.8 0.201
```
Forces are in eV/Å.

## Properties
Energy above the lowest of the compared OMol25 structures with the same formula, charge and spin in kcal per mole: 53.24
HOMO level in eV: -8.8750
SMILES string: CNCCC=O.O

=====

Computed Kohn-Sham gap (eV) in order:
9.45, 9.50